This record from OMol25 describes a molecular structure, C61H100F12N15O27S12 in a non-equilibrium geometry. The level of theory is ωB97M-V/def2-TZVPD.

molar mass: 2088.3 g mol⁻¹
frontier orbital gap: 6.93 eV
charge: +3
max |F|: 5.0 eV/A

Atoms and positions in Å:
C  -6.359  1.512  1.739
C  -7.692  1.122  1.192
C  -8.417  2.315  0.659
C  -9.560  1.999  -0.256
C  -9.248  1.178  -1.486
C  -8.458  -0.107  -1.098
N  -7.463  0.190  0.031
O  -6.346  -0.179  -0.084
C  -7.632  -0.659  -2.270
C  -9.394  -1.211  -0.472
C  -8.443  0.379  2.305
H  -6.561  2.369  2.393
H  -5.730  1.870  0.947
H  -5.855  0.615  2.111
H  -7.738  2.993  0.145
H  -8.735  2.884  1.533
H  -10.047  2.891  -0.601
H  -10.350  1.471  0.300
H  -8.614  1.762  -2.098
H  -10.174  0.999  -2.020
H  -6.712  -0.058  -2.416
H  -8.266  -0.534  -3.204
H  -7.291  -1.717  -2.078
H  -8.768  -1.980  -0.016
H  -10.091  -1.579  -1.133
H  -9.958  -0.738  0.299
H  -9.524  0.185  2.110
H  -8.425  1.007  3.211
H  -7.962  -0.564  2.447
C  -0.615  -1.491  1.469
C  0.148  -0.397  0.737
N  0.254  -0.384  -0.811
C  1.161  -1.441  -1.282
C  -1.186  -0.522  -1.384
C  -2.066  0.580  -0.936
C  0.874  0.951  -1.293
C  2.023  1.641  -0.480
O  1.611  2.409  0.639
C  0.603  3.411  0.399
H  -0.392  -2.486  0.977
H  -1.699  -1.261  1.593
H  -0.271  -1.597  2.470
H  1.149  -0.500  1.120
H  -0.246  0.560  1.036
H  0.926  -2.426  -0.943
H  2.206  -1.291  -0.952
H  1.001  -1.449  -2.398
H  -1.645  -1.528  -1.202
H  -0.986  -0.564  -2.485
H  -3.043  0.497  -1.373
H  -1.758  1.530  -1.261
H  -2.263  0.651  0.208
H  0.090  1.667  -1.293
H  1.291  0.696  -2.293
H  2.471  2.339  -1.185
H  2.760  0.939  -0.084
H  -0.437  2.993  0.186
H  0.894  4.111  -0.388
H  0.390  3.851  1.382
C  -1.502  3.600  -8.655
C  -1.640  3.452  -7.118
N  -0.720  2.405  -6.489
C  -1.257  1.032  -6.680
C  0.744  2.539  -6.902
C  1.314  3.933  -7.168
C  -0.660  2.704  -4.980
C  -1.936  3.157  -4.244
O  -2.982  2.167  -4.325
C  -4.058  2.277  -3.432
H  -0.515  3.664  -8.988
H  -2.129  4.443  -8.976
H  -1.937  2.719  -9.113
H  -2.658  3.162  -6.742
H  -1.252  4.283  -6.531
H  -2.170  0.972  -6.059
H  -0.461  0.355  -6.383
H  -1.570  0.893  -7.781
H  0.872  2.127  -7.906
H  1.368  2.000  -6.215
H  1.070  4.360  -8.161
H  2.404  3.666  -7.046
H  1.126  4.693  -6.412
H  0.093  3.533  -4.977
H  -0.325  1.773  -4.515
H  -2.294  4.090  -4.595
H  -1.639  3.358  -3.226
H  -4.643  1.304  -3.519
H  -4.823  3.042  -3.865
H  -3.938  2.403  -2.358
C  5.283  -5.165  -0.370
N  3.887  -5.614  -0.137
C  2.956  -5.752  -1.132
C  1.649  -6.052  -0.774
C  1.354  -6.400  0.538
C  2.354  -6.502  1.440
C  3.627  -6.105  1.113
C  0.000  -6.750  0.927
C  -0.193  -7.907  1.687
C  -1.466  -8.239  2.078
N  -2.479  -7.434  1.729
C  -2.287  -6.220  1.144
C  -1.029  -5.853  0.663
C  -3.834  -7.702  2.105
H  5.990  -5.962  -0.063
H  5.447  -4.275  0.180
H  5.217  -4.897  -1.466
H  3.237  -5.506  -2.159
H  0.790  -6.201  -1.513
H  2.168  -6.810  2.479
H  4.403  -6.070  1.855
H  0.639  -8.569  1.806
H  -1.665  -9.096  2.663
H  -3.190  -5.606  0.954
H  -0.865  -4.950  0.071
H  -4.029  -8.726  2.405
H  -4.447  -7.509  1.250
H  -4.168  -6.994  2.876
C  5.846  -1.545  6.866
N  4.405  -1.237  6.818
C  3.926  -0.432  5.881
C  2.600  -0.090  5.760
C  1.744  -0.541  6.723
C  2.231  -1.271  7.785
C  3.598  -1.640  7.777
C  0.306  -0.398  6.688
C  -0.307  -0.898  5.576
C  -1.643  -1.018  5.425
N  -2.437  -0.742  6.502
C  -1.881  -0.213  7.646
C  -0.555  -0.050  7.712
C  -3.879  -1.173  6.422
H  6.071  -2.468  6.313
H  6.086  -1.682  7.914
H  6.458  -0.754  6.481
H  4.594  -0.216  5.062
H  2.315  0.681  5.045
H  1.653  -1.799  8.518
H  4.073  -2.173  8.582
H  0.287  -1.222  4.685
H  -2.004  -1.440  4.458
H  -2.563  0.005  8.427
H  -0.178  0.367  8.580
H  -4.527  -0.329  6.046
H  -4.343  -1.529  7.394
H  -3.817  -2.020  5.738
C  2.615  5.768  1.146
N  3.795  5.195  0.478
C  4.230  3.931  0.731
C  5.329  3.372  0.126
C  5.973  4.066  -0.889
C  5.555  5.353  -1.101
C  4.467  5.959  -0.445
C  7.026  3.422  -1.754
C  7.882  2.385  -1.206
C  8.732  1.749  -2.052
N  8.802  2.036  -3.391
C  8.060  3.029  -3.839
C  7.182  3.774  -3.061
C  9.752  1.347  -4.265
H  2.257  5.118  1.943
H  1.860  6.173  0.432
H  3.020  6.693  1.563
H  3.692  3.431  1.463
H  5.551  2.368  0.490
H  6.124  5.912  -1.852
H  4.149  6.998  -0.479
H  7.971  2.179  -0.193
H  9.322  0.866  -1.802
H  8.141  3.260  -4.902
H  6.403  4.329  -3.546
H  9.654  0.228  -4.238
H  10.764  1.497  -3.815
H  9.663  1.658  -5.293
N  2.309  6.224  -2.067
S  1.032  7.141  -2.068
O  0.338  7.270  -3.261
O  1.485  8.308  -1.327
F  0.099  6.353  -1.070
S  2.243  4.889  -3.009
O  0.947  4.374  -3.170
O  3.258  3.980  -2.654
F  2.548  5.352  -4.511
N  0.037  -4.293  5.760
S  -0.405  -4.265  4.291
O  -1.517  -3.381  3.979
O  -0.519  -5.548  3.669
F  0.755  -3.535  3.644
S  -0.562  -3.924  7.201
O  -1.930  -3.515  7.300
O  0.512  -3.277  7.886
F  -0.626  -5.353  7.865
N  -2.751  -2.937  -2.980
S  -4.424  -2.783  -2.855
O  -4.809  -2.153  -1.644
O  -5.129  -3.891  -3.423
F  -4.520  -1.565  -3.830
S  -2.190  -4.111  -2.209
O  -3.065  -4.510  -1.166
O  -0.803  -3.905  -1.831
F  -2.040  -5.359  -3.276
N  4.162  -0.601  -3.912
S  3.210  0.130  -4.795
O  3.723  0.693  -5.991
O  2.199  0.878  -4.152
F  2.581  -1.129  -5.563
S  5.141  0.108  -2.952
O  5.393  1.391  -3.389
O  6.190  -0.712  -2.580
F  4.251  0.418  -1.708
N  -1.191  1.863  4.427
S  0.134  2.823  4.349
O  0.728  3.031  5.649
O  -0.174  3.779  3.338
F  1.090  1.791  3.727
S  -2.355  1.974  3.406
O  -3.424  1.110  3.817
O  -1.879  1.785  2.025
F  -2.837  3.455  3.442
N  4.327  -1.574  1.114
S  3.352  -2.584  1.785
O  3.896  -3.727  2.475
O  2.207  -2.815  0.978
F  2.699  -1.732  2.949
S  5.686  -1.130  1.877
O  6.875  -1.672  1.356
O  5.365  -0.921  3.262
F  5.681  0.373  1.399